No. 1
A 9-piece molecular cluster, C36H90O27S6 overall in a non-equilibrium geometry, computed with wB97M-V/def2-TZVPD.

## Properties
- Kohn-Sham gap: 9.1 eV
- SMILES: CCOS(C)(=O)=O.CCOS(C)(=O)=O.CCOS(C)(=O)=O.CCOS(C)(=O)=O.CCOS(C)(=O)=O.CCOS(C)(=O)=O.COCCOCCOC.COCCOCCOC.COCCOCCOC
- Relative energy (zero: lowest compared OMol25 entry of this formula, charge and spin): 0.0 kcal/mol
- Electronic energy: -5845.98185 hartree
- Net charge: 0
- E_HOMO: -0.3365 hartree

Last column: Löwdin charge in e.
Geometry (Å):
C 3.12748 0.96772 -0.12250  -0.052
C 3.76737 1.97213 0.83293  -0.253
O 2.70523 2.44388 1.67288  -0.278
S 3.03939 3.65124 2.67848  0.584
C 3.94599 2.83744 4.03381  -0.090
O 3.85352 4.61377 2.01846  -0.262
O 1.75503 4.02820 3.21571  -0.289
H 3.84543 0.67653 -0.89095  0.088
H 2.32020 1.50281 -0.62710  0.061
H 2.75955 0.08357 0.39266  0.073
H 4.55503 1.38884 1.32065  0.121
H 4.12777 2.84913 0.29674  0.117
H 4.27025 3.67659 4.64420  0.073
H 4.72095 2.16392 3.68107  0.062
H 3.21937 2.25386 4.59534  0.068
C -2.32406 4.00392 4.38050  -0.062
C -1.26787 4.76675 5.14669  -0.240
O -1.59506 4.51961 6.54361  -0.268
S -0.89959 5.44798 7.66211  0.582
C -2.28573 5.91283 8.63554  -0.129
O -0.06570 4.61639 8.46318  -0.275
O -0.34873 6.61980 7.01825  -0.291
H -3.27797 4.43318 4.69974  0.084
H -2.36835 2.95022 4.65226  0.082
H -2.26683 4.13558 3.30135  0.061
H -0.25890 4.46614 4.86300  0.107
H -1.36874 5.84412 5.02184  0.111
H -2.79688 5.00644 8.94761  0.074
H -2.98561 6.51032 8.04982  0.075
H -1.92577 6.58791 9.40764  0.077
C -0.60526 1.41827 2.05455  -0.046
C -1.09121 0.49019 1.01019  -0.269
O 0.01075 -0.35847 0.62472  -0.254
S -0.06608 -1.23309 -0.74844  0.615
C -1.68387 -1.95761 -0.64119  -0.083
O -0.17838 -0.28855 -1.83409  -0.288
O 0.98384 -2.21951 -0.68872  -0.280
H -1.29878 2.21525 2.32458  0.066
H 0.25114 1.97459 1.66121  0.059
H -0.25987 0.97902 2.99183  0.076
H -1.91127 -0.16678 1.31242  0.115
H -1.50812 1.05534 0.17615  0.086
H -2.35618 -1.16263 -0.33726  0.054
H -1.58730 -2.75330 0.10056  0.077
H -1.97634 -2.40714 -1.58785  0.059
C -7.70262 -5.62429 -5.35700  -0.070
C -7.40568 -5.11536 -3.96547  -0.283
O -6.12361 -5.64473 -3.58875  -0.268
S -5.47833 -5.11554 -2.19427  0.627
C -3.76365 -5.06228 -2.73667  -0.098
O -5.95828 -3.77523 -1.93816  -0.301
O -5.70182 -6.16690 -1.23332  -0.285
H -7.58739 -6.71049 -5.33672  0.080
H -7.01191 -5.26250 -6.11826  0.079
H -8.71086 -5.40293 -5.70361  0.079
H -7.54112 -4.03150 -3.90902  0.109
H -8.10495 -5.44792 -3.19342  0.122
H -3.06650 -4.93701 -1.90997  0.066
H -3.62120 -4.13394 -3.29427  0.047
H -3.54575 -5.93312 -3.34402  0.078
C -1.94688 2.31834 -3.55581  -0.049
C -3.18306 3.12244 -3.20884  -0.288
O -3.24380 3.53196 -1.85845  -0.243
S -3.91196 2.45073 -0.77499  0.648
C -5.65258 2.63359 -1.27432  -0.094
O -3.49125 1.12811 -1.10266  -0.285
O -3.68661 3.03484 0.52753  -0.272
H -1.07343 2.87437 -3.20844  0.061
H -1.85192 2.01323 -4.59498  0.085
H -1.95795 1.40101 -2.96238  0.044
H -3.25952 4.01533 -3.83559  0.128
H -4.07478 2.56699 -3.53150  0.103
H -5.89849 3.68765 -1.18101  0.075
H -6.31213 2.05543 -0.63056  0.075
H -5.73652 2.25698 -2.28909  0.055
C 2.01325 -4.50746 1.51214  -0.049
C 1.31316 -4.13508 2.78505  -0.283
O 0.07127 -3.49041 2.52152  -0.256
S -0.89448 -3.06534 3.72403  0.590
C 0.10161 -1.74826 4.45867  -0.099
O -2.04265 -2.49540 3.10352  -0.268
O -1.04019 -4.17200 4.62998  -0.272
H 2.69175 -5.33842 1.68347  0.092
H 2.54148 -3.61677 1.16483  0.061
H 1.30363 -4.70068 0.70678  0.071
H 1.09819 -5.01130 3.41081  0.120
H 2.01869 -3.61089 3.44287  0.117
H 1.00830 -2.21651 4.83718  0.059
H -0.39866 -1.21416 5.26043  0.079
H 0.34807 -1.08520 3.63121  0.050
C -0.63156 -7.02938 -1.68856  -0.103
O -0.66255 -5.97994 -2.63424  -0.184
C 0.24251 -4.94670 -2.30333  -0.207
C 0.29366 -3.91621 -3.39452  -0.194
O -0.97025 -3.31721 -3.58270  -0.137
C -0.99203 -2.21455 -4.45428  -0.181
C -2.19726 -1.33179 -4.20367  -0.210
O -3.36833 -2.09431 -4.32936  -0.201
C -4.58686 -1.41022 -4.13865  -0.082
H -1.18282 -6.81641 -0.76714  0.090
H 0.40078 -7.28662 -1.43166  0.086
H -1.09807 -7.88820 -2.16918  0.090
H 1.24516 -5.37577 -2.18277  0.128
H -0.01763 -4.46647 -1.35488  0.106
H 0.60613 -4.29360 -4.37748  0.138
H 1.06630 -3.19952 -3.09931  0.093
H -1.08347 -2.58783 -5.47977  0.135
H -0.10255 -1.58356 -4.38442  0.128
H -2.18765 -0.48796 -4.90602  0.126
H -2.17776 -0.93088 -3.18049  0.093
H -5.37250 -2.15678 -4.19536  0.079
H -4.67791 -0.58014 -4.84397  0.088
H -4.61978 -0.99266 -3.12305  0.088
C 1.30303 3.65684 -2.44842  -0.115
O 0.42126 4.43686 -1.67077  -0.170
C 0.34929 3.98200 -0.33917  -0.186
C -0.68612 4.83601 0.41568  -0.174
O -0.43698 6.21034 0.55407  -0.106
C 0.51907 6.68446 1.50309  -0.165
C 1.12562 7.93759 0.91641  -0.220
O 0.26981 9.06094 0.84881  -0.169
C 0.82515 10.08639 0.06356  -0.122
H 1.21629 3.90764 -3.50140  0.091
H 1.02588 2.59908 -2.33710  0.071
H 2.33468 3.75050 -2.09536  0.088
H 1.28197 4.14356 0.20475  0.111
H 0.00517 2.94251 -0.36432  0.118
H -0.94958 4.37671 1.37533  0.105
H -1.59111 4.76414 -0.19430  0.111
H 1.35920 6.04040 1.77080  0.096
H -0.00421 6.91988 2.43532  0.130
H 1.42699 7.67376 -0.10843  0.130
H 2.08479 8.21196 1.37424  0.126
H 0.57015 11.06103 0.47985  0.085
H 0.55260 9.95371 -0.98610  0.091
H 1.92264 10.07545 0.14038  0.081
C 9.36283 -2.77322 0.51041  -0.104
O 7.99994 -3.02619 0.77986  -0.185
C 7.75179 -4.39156 0.98884  -0.234
C 6.31056 -4.80579 1.10155  -0.206
O 5.54416 -4.61755 -0.06135  -0.106
C 5.11073 -3.29954 -0.29039  -0.206
C 4.10460 -3.17429 -1.39458  -0.212
O 4.68147 -3.22778 -2.68705  -0.154
C 3.85304 -2.66543 -3.67194  -0.110
H 9.44326 -1.70848 0.30117  0.088
H 9.73677 -3.26188 -0.39548  0.090
H 9.95969 -3.09088 1.36881  0.088
H 8.22908 -4.68260 1.93871  0.128
H 8.20642 -5.05832 0.24375  0.132
H 5.84166 -4.32271 1.97054  0.127
H 6.30683 -5.86937 1.34010  0.129
H 5.99463 -2.68968 -0.51441  0.128
H 4.65027 -2.81980 0.58554  0.119
H 3.62867 -2.19828 -1.23851  0.104
H 3.29015 -3.89750 -1.25668  0.119
H 3.40485 -1.69603 -3.43878  0.091
H 3.07266 -3.39313 -3.92317  0.073
H 4.43610 -2.59077 -4.59166  0.090

=====

No. 2
A 8-piece molecular cluster, C36H92N4O12 overall in a non-equilibrium geometry, computed with wB97M-V/def2-TZVPD.

## Properties
- Kohn-Sham gap: 9.1 eV
- SMILES: COCCNCCOC.COCCNCCOC.COCCNCCOC.COCCNCCOC.CC(C)O.CC(C)O.CC(C)O.CC(C)O
- Relative energy (zero: lowest compared OMol25 entry of this formula, charge and spin): 78.3 kcal/mol
- Electronic energy: -2548.46808 hartree
- Net charge: 0
- E_HOMO: -0.3223 hartree

Last column: Löwdin charge in e.
Geometry (Å):
C 0.69788 -3.14090 1.55365  -0.124
O -0.23400 -3.21678 2.59608  -0.197
C 0.26049 -2.66188 3.79291  -0.225
C -0.78313 -2.99257 4.84458  -0.229
N -0.32616 -2.62893 6.17829  -0.058
C -1.44611 -2.66201 7.13125  -0.222
C -2.29102 -3.92773 7.06928  -0.241
O -2.98101 -4.20327 8.25823  -0.187
C -3.89354 -3.22171 8.67267  -0.114
H 1.57931 -3.75084 1.76506  0.086
H 1.03493 -2.12437 1.30661  0.078
H 0.17738 -3.51271 0.67349  0.076
H 0.38967 -1.57620 3.69159  0.126
H 1.22122 -3.13038 4.02525  0.130
H -0.98440 -4.05895 4.72446  0.122
H -1.73254 -2.49526 4.57677  0.128
H -0.03601 -1.65880 6.11654  0.106
H -2.08512 -1.78964 6.86795  0.110
H -1.23974 -2.43461 8.18434  0.124
H -1.66447 -4.79138 6.84439  0.128
H -3.03520 -3.84427 6.26177  0.124
H -4.84205 -3.36785 8.14827  0.092
H -3.55335 -2.20264 8.44350  0.076
H -3.96609 -3.27999 9.75301  0.090
C 3.36767 1.08475 -4.46802  -0.092
O 2.06223 1.58660 -4.64671  -0.198
C 1.37092 1.21000 -5.78929  -0.264
C -0.00378 1.82508 -5.71645  -0.228
N -0.96229 1.55484 -6.78108  -0.038
C -1.29082 0.12550 -6.89063  -0.213
C -2.51671 -0.11629 -7.74200  -0.203
O -2.95102 -1.46410 -7.71710  -0.169
C -3.33069 -1.94633 -6.47314  -0.134
H 3.68660 1.64944 -3.59121  0.090
H 4.07446 1.28356 -5.28174  0.092
H 3.37645 0.00594 -4.27139  0.076
H 1.29523 0.11171 -5.87538  0.104
H 1.83973 1.44060 -6.75833  0.135
H 0.14418 2.90106 -5.87969  0.129
H -0.31552 1.72782 -4.66668  0.087
H -1.79683 2.04629 -6.45720  0.091
H -1.49859 -0.26589 -5.87595  0.093
H -0.41012 -0.42075 -7.22727  0.123
H -2.23610 0.09883 -8.77539  0.128
H -3.37611 0.52416 -7.49242  0.129
H -3.83858 -2.91344 -6.56441  0.093
H -4.03741 -1.26091 -5.97993  0.080
H -2.51765 -2.20170 -5.77636  0.068
C -6.80238 -1.54853 -5.03908  -0.134
O -6.03814 -1.03169 -4.02154  -0.214
C -6.50555 0.18887 -3.47832  -0.197
C -6.11807 0.32123 -1.99209  -0.212
N -6.16813 -0.96849 -1.35121  -0.057
C -5.42427 -1.04217 -0.09739  -0.179
C -3.95240 -1.25234 -0.38608  -0.235
O -3.20636 -1.03855 0.79020  -0.171
C -1.81838 -1.23324 0.57488  -0.098
H -7.15436 -0.75770 -5.71850  0.097
H -7.66513 -2.15071 -4.74785  0.094
H -6.15865 -2.15394 -5.68067  0.073
H -7.60369 0.18914 -3.49366  0.126
H -6.08096 1.02964 -4.03806  0.120
H -6.87123 0.98561 -1.56216  0.120
H -5.14073 0.82274 -1.90192  0.083
H -5.82094 -1.67606 -1.98774  0.101
H -5.78256 -1.91473 0.45068  0.119
H -5.58183 -0.16119 0.51845  0.125
H -3.56312 -0.51438 -1.09655  0.090
H -3.75349 -2.26746 -0.74226  0.119
H -1.37485 -0.45613 -0.06601  0.084
H -1.60033 -2.25516 0.24061  0.075
H -1.38619 -1.16286 1.57673  0.087
C 7.10123 7.92422 6.77893  -0.138
O 6.82793 6.57726 6.92164  -0.177
C 6.30063 6.28564 8.18064  -0.253
C 5.71989 4.89646 8.25548  -0.212
N 4.96475 4.61499 7.03573  -0.054
C 4.44238 3.25763 6.96122  -0.223
C 3.93076 2.93367 5.57533  -0.240
O 5.00042 3.02019 4.65134  -0.188
C 4.61482 2.52814 3.39651  -0.126
H 6.27450 8.58133 7.07659  0.087
H 7.34416 8.09929 5.73504  0.089
H 7.98064 8.20028 7.37933  0.089
H 5.44480 6.98213 8.28475  0.117
H 6.99521 6.56915 8.97674  0.125
H 5.09664 4.79457 9.15362  0.118
H 6.52677 4.15976 8.32702  0.122
H 4.14954 5.22923 7.09752  0.120
H 3.61737 3.05931 7.67342  0.118
H 5.21784 2.53460 7.23301  0.123
H 3.15967 3.64215 5.24302  0.125
H 3.56463 1.89711 5.57242  0.119
H 4.26371 1.49209 3.48349  0.084
H 5.50404 2.55005 2.77558  0.090
H 3.81389 3.13084 2.95885  0.079
C -3.00979 1.09140 -3.38511  -0.056
C -3.21026 2.59840 -3.37153  -0.473
C -2.02617 3.35514 -2.78749  -0.043
O -3.46138 2.93647 -4.73257  -0.046
H -2.89370 0.69227 -2.37416  0.057
H -2.15841 0.80893 -4.00538  0.057
H -3.88685 0.57603 -3.78212  0.068
H -4.08186 2.76845 -2.72300  0.130
H -1.98325 3.20384 -1.70699  0.079
H -2.18943 4.43179 -2.92340  0.083
H -1.06830 3.12408 -3.24814  0.064
H -3.58800 3.89069 -4.81384  0.097
C 4.44323 -2.97009 -2.46069  -0.051
C 4.18609 -4.21230 -1.61823  -0.457
C 3.67938 -3.85808 -0.21401  -0.062
O 3.11968 -4.95180 -2.24466  -0.081
H 4.72176 -3.30444 -3.46386  0.082
H 5.27556 -2.36026 -2.09936  0.084
H 3.51191 -2.41517 -2.54337  0.042
H 4.99546 -4.93765 -1.54137  0.136
H 4.46780 -3.59587 0.49705  0.084
H 3.21357 -4.75829 0.18831  0.079
H 2.94242 -3.06125 -0.32395  0.045
H 2.28803 -4.44697 -2.17930  0.042
C 0.92924 1.52953 -1.07416  -0.056
C 1.83354 1.07048 0.07498  -0.441
C 2.68495 -0.11988 -0.27440  -0.052
O 2.79970 2.14760 0.32725  -0.069
H 0.26205 0.71522 -1.40217  0.057
H 1.40773 1.90461 -1.97984  0.078
H 0.23341 2.31473 -0.74936  0.072
H 1.17851 0.93571 0.94548  0.133
H 3.21113 0.02489 -1.21883  0.083
H 2.08488 -1.02894 -0.21797  0.046
H 3.51287 -0.20063 0.43755  0.090
H 2.29807 2.97018 0.35012  0.079
C 0.84098 -1.42151 -3.42700  -0.030
C 0.02460 -2.20861 -2.42994  -0.466
C -1.44022 -2.30293 -2.77110  -0.036
O 0.61772 -3.49549 -2.12212  -0.057
H 0.70809 -1.87148 -4.41490  0.097
H 1.88364 -1.43472 -3.12372  0.052
H 0.45435 -0.40479 -3.47316  0.070
H 0.07174 -1.67170 -1.46507  0.100
H -1.59094 -2.79060 -3.73950  0.082
H -1.85175 -1.30849 -2.95595  0.066
H -2.03125 -2.79088 -1.99600  0.065
H -0.09712 -3.99274 -1.70295  0.093